# 1
ORCA calculation (ωB97M-V with the def2-TZVPD basis set) on a cluster of 2 separate species, C5H10O in total at a distorted geometry.

Computed properties:
Relative energy (zero: lowest compared OMol25 entry of this formula, charge and spin) (kcal per mole): 25.63
<S²>: 0.754
Orbital gap (alpha / beta) (eV): 3.63 / 8.29

```
! RIJCOSX wB97M-V def2-TZVPD def2/J DEFGRID3
* xyz -1 2
C 1.56503 -1.22646 -0.58928
C 1.31024 0.10308 0.03711
C 1.59596 0.45817 1.33907
H 0.69421 -1.55541 -1.15900
H 1.88821 -1.98203 0.12311
H 2.39431 -1.16868 -1.31418
H 1.19317 0.93223 -0.65833
H 1.90897 1.48041 1.50560
H 1.79083 -0.36083 2.02304
O -2.07002 -1.35319 0.03263
C -1.75281 -0.17660 0.28422
C -2.23721 0.99544 -0.56113
H -1.15576 0.07709 1.16994
H -2.63418 1.77898 0.08292
H -1.41581 1.37228 -1.16430
H -3.07514 0.62553 -1.15145
*
```

=====

# 2
ORCA calculation (ωB97M-V with the def2-TZVPD basis set) on a structure of composition C5H10O.

Computed properties:
Relative energy (zero: lowest compared OMol25 entry of this formula, charge and spin) (kcal per mole): 24.86
Orbital gap (eV): 10.69

```
! RIJCOSX wB97M-V def2-TZVPD def2/J DEFGRID3
* xyz 0 1
C -1.46315 0.62359 -0.37316
C -0.60512 -0.16236 0.60825
C -0.43484 -1.64283 0.24203
O 0.84683 -1.38377 -0.35639
C 0.91708 -0.13517 0.35722
C 1.55861 0.99488 -0.40975
H -1.30775 1.70409 -0.27477
H -2.52486 0.42156 -0.19350
H -1.23733 0.34550 -1.40925
H -0.89863 0.04901 1.64102
H -1.14409 -2.07636 -0.47182
H -0.33905 -2.30029 1.11863
H 1.45750 -0.29515 1.30411
H 2.61565 0.78129 -0.59808
H 1.49704 1.91333 0.18550
H 1.06212 1.16267 -1.37004
*
```

=====

# 3
ORCA calculation (ωB97M-V with the def2-TZVPD basis set) on an isolated molecule of C5H10O.

Computed properties:
Relative energy (zero: lowest compared OMol25 entry of this formula, charge and spin) (kcal per mole): 26.83
SMILES string: C/C=C/OCC
Orbital gap (eV): 9.55

```
! RIJCOSX wB97M-V def2-TZVPD def2/J DEFGRID3
* xyz 0 1
C -3.02050 0.18410 0.32025
C -1.76331 0.34903 -0.46685
C -0.64368 -0.24392 -0.08099
O 0.56954 0.01566 -0.62395
C 1.63624 -0.43519 0.19213
C 2.89761 0.21424 -0.32282
H -2.85496 -0.42002 1.22141
H -3.36760 1.16762 0.66243
H -3.78761 -0.29111 -0.29474
H -1.76910 1.00406 -1.33568
H -0.65466 -0.98483 0.72168
H 1.68600 -1.53187 0.13715
H 1.45264 -0.16076 1.24263
H 3.77602 -0.19359 0.18426
H 2.85902 1.29556 -0.15983
H 2.98435 0.03102 -1.39709
*
```

=====

# 4
ORCA calculation (ωB97M-V with the def2-TZVPD basis set) on a cluster of 2 separate species, C5H10O in total.

Computed properties:
Relative energy (zero: lowest compared OMol25 entry of this formula, charge and spin) (kcal per mole): 112.55
Orbital gap (eV): 8.76

```
! RIJCOSX wB97M-V def2-TZVPD def2/J DEFGRID3
* xyz 0 1
C -0.79095 1.43394 -0.93265
C -0.82889 0.17667 -0.06908
C -1.70152 -0.95385 -0.61820
C 0.41337 -0.11739 0.61583
C 2.92848 -0.31776 1.23540
O 3.17099 -1.38766 0.72696
H -0.26106 2.23668 -0.41339
H -1.79146 1.77283 -1.21539
H -0.23675 1.20759 -1.85020
H -1.21502 0.46563 0.96248
H -2.72691 -0.62204 -0.81308
H -1.73947 -1.79148 0.08658
H -1.28202 -1.32389 -1.55957
H 0.40476 -1.19913 0.85212
H 3.10231 0.64449 0.71941
H 2.55416 -0.22463 2.27278
*
```

=====

# 5
ORCA calculation (ωB97M-V with the def2-TZVPD basis set) on a structure of composition C5H10O.

Computed properties:
Relative energy (zero: lowest compared OMol25 entry of this formula, charge and spin) (kcal per mole): 133.69
Orbital gap (alpha / beta) (eV): 7.99 / 8.16

```
! RIJCOSX wB97M-V def2-TZVPD def2/J DEFGRID3
* xyz 0 1
C 0.24127 -0.62471 1.90157
C 0.24299 -0.40561 0.38663
C -1.17812 -0.30310 -0.20535
C 0.24460 0.43559 -2.21688
O 0.81788 1.25876 -1.34713
C 0.57107 1.02883 -0.01072
H -0.20425 -1.60084 2.13787
H 1.25396 -0.59039 2.32611
H -0.36650 0.14479 2.39946
H 0.87949 -1.16217 -0.09783
H -1.53301 -1.02155 -0.94516
H -1.93636 -0.17040 0.57863
H 0.18619 0.85886 -3.22142
H 0.36803 -0.64000 -2.11539
H 1.19777 1.68212 0.60700
H -0.78501 1.10983 -0.17740
*
```

=====

# 6
ORCA calculation (ωB97M-V with the def2-TZVPD basis set) on an isolated molecule of C5H10O at a distorted geometry.

Computed properties:
Relative energy (zero: lowest compared OMol25 entry of this formula, charge and spin) (kcal per mole): 34.69
SMILES string: C[C@H]1C[C@]1(C)O
Orbital gap (eV): 10.17

```
! RIJCOSX wB97M-V def2-TZVPD def2/J DEFGRID3
* xyz 0 1
C 0.51265 0.24638 1.75368
C -0.66848 -0.02121 0.85513
C -1.09269 0.97101 -0.21445
C -0.45874 -0.33378 -0.59258
C 0.97202 -0.34739 -1.20636
O -1.20191 -1.34862 -1.20829
H 0.24226 0.92706 2.56597
H 0.88841 -0.68402 2.19535
H 1.33510 0.70273 1.19307
H -1.49803 -0.54227 1.33885
H -2.15704 1.14504 -0.36576
H -0.46408 1.84256 -0.37064
H 1.01736 -0.55151 -2.30074
H 1.63322 -1.10080 -0.75005
H 1.41095 0.63794 -1.09636
H -0.47102 -1.54314 -1.79683
*
```

=====

# 7
ORCA calculation (ωB97M-V with the def2-TZVPD basis set) on an isolated molecule of C5H10O.

Computed properties:
Relative energy (zero: lowest compared OMol25 entry of this formula, charge and spin) (kcal per mole): 0.13
SMILES string: CCC(=O)CC
Orbital gap (eV): 10.55

```
! RIJCOSX wB97M-V def2-TZVPD def2/J DEFGRID3
* xyz 0 1
C 2.54543 -0.06610 0.03974
C 1.22552 0.34755 -0.59756
C 0.02736 0.05280 0.29169
O 0.14308 -0.06699 1.49337
C -1.31515 -0.08510 -0.40402
C -2.49237 -0.16501 0.55684
H 3.39397 0.23136 -0.58362
H 2.65169 0.39121 1.02636
H 2.58290 -1.15210 0.17465
H 1.08089 -0.13157 -1.57411
H 1.20951 1.42988 -0.79476
H -1.25523 -0.99390 -1.02189
H -1.42664 0.74363 -1.11724
H -2.62374 0.77646 1.09849
H -3.42050 -0.38379 0.01988
H -2.32588 -0.94732 1.30195
*
```

=====

# 8
ORCA calculation (ωB97M-V with the def2-TZVPD basis set) on an isolated molecule of C5H10O.

Computed properties:
Relative energy (zero: lowest compared OMol25 entry of this formula, charge and spin) (kcal per mole): 31.80
SMILES string: C=C[C@@H](C)OC
Orbital gap (eV): 10.79

```
! RIJCOSX wB97M-V def2-TZVPD def2/J DEFGRID3
* xyz 0 1
C 0.77042 2.09628 0.27268
C -0.01434 1.16778 -0.26348
C 0.23625 -0.32580 -0.29214
C 1.60359 -0.75170 0.21246
O -0.72040 -0.97170 0.54105
C -2.00270 -1.08853 -0.02112
H 1.73508 1.86602 0.71986
H 0.46048 3.13856 0.29912
H -0.96967 1.48279 -0.68523
H 0.10918 -0.68832 -1.32784
H 1.67392 -1.84273 0.19088
H 1.74960 -0.42215 1.24591
H 2.40245 -0.33475 -0.40850
H -2.69944 -1.24453 0.80657
H -2.06412 -1.94368 -0.71240
H -2.31143 -0.18149 -0.55962
*
```

=====

# 9
ORCA calculation (ωB97M-V with the def2-TZVPD basis set) on an isolated molecule of C5H10O.

Computed properties:
Relative energy (zero: lowest compared OMol25 entry of this formula, charge and spin) (kcal per mole): 77.04
Orbital gap (alpha / beta) (eV): 7.93 / 8.04

```
! RIJCOSX wB97M-V def2-TZVPD def2/J DEFGRID3
* xyz 0 1
C 2.48873 -0.12913 -0.31650
C 1.64514 1.06930 -0.17352
O 0.35896 0.96912 -0.33546
C -0.32901 -0.06702 -0.75304
C -2.00574 -0.35617 1.09096
C -1.77745 -0.03902 -0.39687
H 3.48643 0.04915 0.09029
H 2.59386 -0.47609 -1.35845
H 2.02325 -0.97021 0.23281
H -1.38698 0.30215 1.71020
H 1.96746 2.05179 0.13802
H 0.21141 -0.98004 -0.98072
H -1.71379 -1.38906 1.31145
H -3.05189 -0.22235 1.38778
H -2.31618 -0.76296 -1.01977
H -2.19419 0.95054 -0.62716
*
```

=====

# 10
ORCA calculation (ωB97M-V with the def2-TZVPD basis set) on a structure of composition C5H10O.

Computed properties:
Relative energy (zero: lowest compared OMol25 entry of this formula, charge and spin) (kcal per mole): 102.36
Orbital gap (eV): 8.81

```
! RIJCOSX wB97M-V def2-TZVPD def2/J DEFGRID3
* xyz 0 1
C 0.44754 1.55133 -0.96470
C -0.40448 0.36183 -0.57636
O 0.41675 -0.82627 -0.33644
C -0.80013 -0.04374 0.79484
C -0.12597 -2.10277 -0.68383
C 0.03473 0.52654 1.89896
H 0.84669 1.43767 -1.97812
H 1.28513 1.69995 -0.27993
H -0.17732 2.45232 -0.94385
H -1.15341 0.15175 -1.34992
H -0.98330 -1.99848 -1.35638
H 0.67395 -2.66328 -1.17654
H -0.44934 -2.61134 0.22655
H -0.62754 1.25507 2.39094
H 0.97822 1.03561 1.65252
H 0.23742 -0.24435 2.65043
*
```

=====

- What is the formula in the seventh record?
  C5H10O